Entry 1:
Entry from OMol25: a 3-piece molecular cluster, C19H49IN7O4P2 overall (the ωB97M-V functional and the def2-TZVPD basis).

Geometry as XYZ:
```
82
Properties=species:S:1:pos:R:3
C 5.59 -2.96 -0.22
C 5.29 -3.53 -1.58
O 5.15 -2.79 -2.52
O 5.23 -4.86 -1.73
C 4.10 -5.55 -1.09
C 2.86 -4.73 -0.83
N 1.78 -5.67 -0.61
C 0.85 -5.13 0.32
C 0.19 -3.82 -0.18
C -1.26 -4.00 -0.67
I 0.13 -2.40 1.52
H 5.00 -3.44 0.56
H 6.64 -3.07 0.04
H 5.29 -1.92 -0.24
H 4.47 -6.03 -0.18
H 3.81 -6.36 -1.76
H 3.01 -4.14 0.09
H 2.62 -4.09 -1.69
H 0.04 -5.86 0.43
H 1.27 -4.99 1.35
H 0.75 -3.33 -0.96
H -1.59 -5.03 -0.57
H -1.94 -3.33 -0.14
H -1.31 -3.74 -1.72
O -2.94 -0.48 -1.14
P -4.10 0.24 -1.73
N -5.09 0.55 -0.36
C -6.15 -0.29 0.15
C -4.51 1.46 0.62
N -4.68 -0.95 -2.81
C -6.07 -1.34 -2.96
C -3.81 -2.10 -3.04
N -4.77 1.55 -2.71
C -3.75 2.49 -3.18
C -5.97 2.27 -2.32
H -6.96 0.34 0.53
H -5.81 -0.95 0.96
H -6.59 -0.91 -0.63
H -4.57 2.50 0.28
H -3.46 1.23 0.81
H -5.04 1.39 1.57
H -6.39 -2.03 -2.17
H -6.19 -1.86 -3.92
H -6.74 -0.49 -3.00
H -3.86 -2.83 -2.23
H -2.77 -1.79 -3.14
H -4.09 -2.59 -3.97
H -3.36 3.12 -2.37
H -4.15 3.14 -3.95
H -2.90 1.95 -3.61
H -5.82 2.95 -1.47
H -6.79 1.59 -2.08
H -6.29 2.86 -3.18
O 3.18 1.57 3.86
P 2.77 2.45 2.73
N 4.19 2.53 1.77
C 5.25 3.50 1.87
C 4.58 1.26 1.15
N 2.38 3.87 3.61
C 2.79 5.21 3.26
C 2.28 3.74 5.06
N 1.68 2.88 1.43
C 0.62 1.87 1.20
C 2.14 3.40 0.16
H 5.63 3.73 0.87
H 6.09 3.15 2.48
H 4.90 4.44 2.28
H 3.95 1.03 0.28
H 4.50 0.43 1.85
H 5.61 1.30 0.81
H 3.82 5.42 3.57
H 2.15 5.94 3.77
H 2.68 5.42 2.20
H 3.26 3.73 5.54
H 1.76 2.82 5.33
H 1.69 4.57 5.46
H 1.02 0.96 0.74
H -0.17 2.27 0.56
H 0.16 1.59 2.15
H 2.63 2.64 -0.48
H 2.83 4.23 0.28
H 1.27 3.78 -0.38
```

Its highest occupied orbital energy is -2.3 eV. Its multiplicity is 1. The total charge is -1. The energy relative to the best compared isomer or geometry (same formula, charge and spin) is 0.0 kcal/mol.

How positive or negative is each atom? The Mulliken charges in e answer that: C -0.776; C 0.721; O -0.602; O -0.354; C -0.611; C -0.216; N -0.795; C -0.748; C -0.048; C -0.973; I -0.151; H 0.327; H 0.336; H 0.125; H 0.191; H 0.366; H 0.222; H 0.123; H 0.412; H 0.396; H 0.335; H 0.290; H 0.291; H 0.146; O -0.724; P 0.340; N 0.386; C -0.981; C -1.165; N 0.247; C -1.046; C -1.081; N 0.135; C -0.980; C -0.955; H 0.383; H 0.317; H 0.213; H 0.239; H 0.305; H 0.425; H 0.405; H 0.366; H 0.201; H 0.363; H 0.284; H 0.423; H 0.326; H 0.340; H 0.317; H 0.258; H 0.242; H 0.429; O -0.856; P 0.542; N 0.309; C -0.978; C -1.264; N 0.247; C -1.058; C -0.979; N 0.176; C -1.056; C -0.960; H 0.382; H 0.318; H 0.227; H 0.285; H 0.338; H 0.439; H 0.395; H 0.379; H 0.193; H 0.301; H 0.308; H 0.351; H 0.360; H 0.363; H 0.285; H 0.268; H 0.252; H 0.415

***

Entry 2:
Entry from OMol25: a 6-piece molecular cluster, C19H49NO6 overall (the ωB97M-V functional and the def2-TZVPD basis).

Geometry as XYZ:
```
75
Properties=species:S:1:pos:R:3
C -24.72 8.84 16.20
C -25.04 8.41 14.79
O -23.83 8.55 14.08
H -24.32 9.85 16.13
H -24.01 8.11 16.60
H -25.61 8.84 16.82
H -25.76 9.05 14.28
H -25.43 7.39 14.83
H -23.80 8.26 13.16
C -19.31 7.78 26.04
C -19.70 8.86 25.06
O -21.16 9.00 25.10
H -18.23 7.70 26.14
H -19.70 6.83 25.68
H -19.71 8.05 27.02
H -19.50 8.63 24.01
H -19.16 9.76 25.36
H -21.51 8.36 24.48
C -26.58 11.95 21.47
C -25.93 11.20 22.62
O -26.30 9.82 22.52
H -26.36 13.00 21.61
H -27.66 11.81 21.50
H -26.26 11.68 20.46
H -26.29 11.64 23.55
H -24.85 11.32 22.56
H -27.25 9.72 22.50
C -25.69 2.17 23.32
C -25.98 3.61 23.10
O -27.33 3.72 22.88
H -26.22 1.81 24.21
H -24.63 2.02 23.52
H -25.97 1.62 22.42
H -25.44 4.03 22.26
H -25.72 4.15 24.01
H -27.67 4.38 23.49
C -21.66 5.57 20.99
C -22.59 6.74 20.95
O -22.99 7.03 22.22
H -22.14 4.78 21.56
H -20.71 5.80 21.46
H -21.41 5.18 20.00
H -23.52 6.66 20.38
H -22.09 7.64 20.58
H -23.86 7.43 22.17
C -25.78 -2.14 15.97
C -25.37 -0.62 15.95
C -26.27 -0.04 17.03
C -25.86 1.34 17.46
C -24.35 1.42 17.83
C -23.41 0.74 16.82
N -23.95 -0.53 16.34
O -23.09 -1.21 15.45
C -23.02 1.76 15.67
C -22.14 0.44 17.65
C -25.85 0.05 14.60
H -26.83 -2.37 15.79
H -25.17 -2.67 15.24
H -25.53 -2.58 16.93
H -27.29 0.03 16.65
H -26.35 -0.74 17.86
H -26.11 2.12 16.74
H -26.44 1.69 18.31
H -24.25 1.05 18.85
H -24.16 2.48 17.72
H -23.85 1.89 14.98
H -22.23 1.41 15.00
H -22.73 2.70 16.13
H -21.80 1.35 18.14
H -21.34 0.06 17.02
H -22.28 -0.29 18.45
H -26.83 -0.25 14.24
H -25.98 1.12 14.74
H -25.10 -0.01 13.81
H -23.18 -2.09 15.85
```

Its highest occupied orbital energy is -8.3 eV. Its multiplicity is 1. The energy relative to the best compared isomer or geometry (same formula, charge and spin) is 0.0 kcal/mol.

How positive or negative is each atom? The Mulliken charges in e answer that: C -0.967; C -0.194; O -0.529; H 0.290; H 0.230; H 0.342; H 0.275; H 0.267; H 0.286; C -0.852; C -0.271; O -0.513; H 0.325; H 0.253; H 0.245; H 0.244; H 0.274; H 0.287; C -1.032; C -0.177; O -0.491; H 0.307; H 0.338; H 0.269; H 0.230; H 0.282; H 0.280; C -1.028; C -0.083; O -0.532; H 0.283; H 0.325; H 0.263; H 0.134; H 0.320; H 0.320; C -1.057; C -0.120; O -0.503; H 0.239; H 0.279; H 0.340; H 0.317; H 0.235; H 0.269; C -2.004; C 1.537; C -1.184; C -0.874; C -0.931; C 1.310; N 0.417; O -0.492; C -1.563; C -1.907; C -1.818; H 0.353; H 0.492; H 0.482; H 0.414; H 0.396; H 0.345; H 0.414; H 0.433; H 0.313; H 0.363; H 0.323; H 0.437; H 0.387; H 0.387; H 0.456; H 0.404; H 0.368; H 0.370; H 0.370

***

| no. | maximum force (eV Å⁻¹) | orbital gap (eV) | total energy (eV) |
| --- | --- | --- | --- |
| 1 | 5.05 | 4.393 | -65794.27804 |
| 2 | 3.02 | 8.664 | -34268.83015 |